Entry 1:
{
  "formula": "C4H9N2",
  "method": "ωB97M-V with the def2-TZVPD basis set",
  "spin_multiplicity": 1,
  "lumo_ha": -0.1579,
  "smiles": "CC1=[N+](CN)C1",
  "charge": 1,
  "relative_energy_kj_mol": 350.9,
  "largest_force_ev_per_a": 3.9,
  "orbital_gap_ev": 10.37,
  "homo_energy_ha": -0.53895,
  "species": ["C", "C", "N", "C", "N", "C", "H", "H", "H", "H", "H", "H", "H", "H", "H"],
  "coordinates": [[-2.393, 0.606, -0.150], [-1.157, -0.145, -0.087], [0.090, -0.108, 0.185], [1.445, 0.621, 0.378], [2.413, -0.184, -0.362], [-0.464, -1.457, -0.122], [-2.449, 1.516, -0.726], [-2.457, 1.064, 0.978], [-3.262, -0.116, -0.226], [1.600, 0.631, 1.499], [1.360, 1.597, 0.025], [3.382, -0.258, 0.038], [2.394, 0.367, -1.256], [-0.440, -2.112, 0.788], [-0.062, -2.022, -0.964]],
  "mulliken_charge": [-0.93, 0.65, 0.05, -0.38, -0.55, -0.50, 0.35, 0.30, 0.30, 0.34, 0.32, 0.27, 0.27, 0.25, 0.25]
}

=====

Entry 2:
{
  "formula": "C25H40Cl21N4O4P2",
  "method": "ωB97M-V with the def2-TZVPD basis set",
  "spin_multiplicity": 1,
  "lumo_ha": -0.1203,
  "charge": 1,
  "largest_force_ev_per_a": 7.6,
  "orbital_gap_ev": 5.83,
  "homo_energy_ha": -0.33464,
  "species": ["C", "C", "P", "C", "C", "C", "N", "N", "C", "C", "C", "O", "C", "C", "C", "C", "C", "N", "C", "C", "C", "C", "N", "C", "P", "O", "O", "O", "H", "H", "H", "H", "H", "H", "H", "H", "H", "H", "H", "H", "H", "H", "H", "H", "H", "H", "H", "H", "H", "H", "H", "H", "H", "H", "H", "H", "H", "H", "H", "H", "H", "C", "Cl", "Cl", "Cl", "H", "C", "Cl", "Cl", "Cl", "H", "C", "Cl", "Cl", "Cl", "H", "C", "Cl", "Cl", "Cl", "H", "C", "Cl", "Cl", "Cl", "H", "C", "Cl", "Cl", "Cl", "H", "C", "Cl", "Cl", "Cl", "H"],
  "coordinates": [[5.485, -1.502, 0.671], [5.274, -0.021, 1.409], [4.567, 1.299, 0.224], [5.261, 1.036, -1.543], [6.474, 2.140, -1.827], [2.658, 1.362, 0.229], [1.955, 2.366, -0.707], [2.651, 3.204, -1.583], [0.429, 2.312, -0.544], [-0.759, 3.186, -1.259], [-0.238, 4.670, -1.828], [-1.475, 5.502, -1.900], [0.221, 1.123, 0.563], [-1.108, 0.440, 1.232], [-2.524, 1.203, 0.915], [-3.148, 0.868, -0.571], [-4.409, -0.179, -0.567], [-5.531, 0.469, -1.358], [-6.985, 0.605, -0.961], [-7.871, 1.398, -2.090], [-6.867, 1.781, -3.329], [-5.478, 1.134, -2.748], [1.605, 0.601, 1.004], [1.876, -0.470, 2.038], [2.108, 0.479, 3.723], [3.257, -0.168, 4.624], [0.576, 0.554, 4.619], [2.540, 2.149, 3.365], [4.727, -1.523, -0.235], [6.566, -1.587, 0.175], [5.319, -2.405, 1.399], [4.648, -0.147, 2.411], [6.366, 0.293, 1.773], [4.408, 1.156, -2.356], [5.735, -0.024, -1.705], [7.367, 1.802, -1.116], [6.114, 3.236, -1.564], [6.821, 2.023, -2.953], [3.501, 3.615, -1.140], [2.878, 2.704, -2.484], [-1.682, 3.424, -0.581], [-1.177, 2.514, -2.152], [0.471, 5.099, -0.996], [0.270, 4.506, -2.870], [-1.303, 6.267, -1.262], [-1.022, 0.381, 2.421], [-1.181, -0.666, 0.852], [-2.423, 2.343, 1.161], [-3.314, 0.773, 1.700], [-2.251, 0.394, -1.199], [-3.376, 1.908, -1.085], [-4.721, -0.576, 0.490], [-4.061, -1.121, -1.208], [-7.255, 0.133, 0.075], [-9.012, 1.650, -2.013], [-7.043, 2.352, -4.336], [-4.446, 1.186, -3.313], [0.934, -1.177, 2.230], [2.767, -1.187, 1.792], [0.050, 1.364, 4.300], [1.782, 2.771, 3.578], [-5.693, -2.793, 3.055], [-6.195, -1.684, 1.767], [-5.575, -4.450, 2.439], [-4.148, -2.277, 3.753], [-6.450, -2.772, 3.843], [3.404, -4.764, 1.068], [4.973, -4.990, 0.278], [2.726, -3.178, 0.663], [2.283, -6.056, 0.607], [3.554, -4.808, 2.150], [-10.204, -1.761, -0.389], [-9.329, -2.626, 0.886], [-9.169, -0.525, -1.125], [-10.792, -2.893, -1.619], [-11.066, -1.263, 0.062], [9.215, -0.432, -2.791], [7.688, -0.890, -3.564], [9.729, 1.175, -3.332], [9.057, -0.473, -1.027], [9.980, -1.155, -3.085], [4.225, -3.121, -4.775], [4.276, -3.448, -3.034], [4.662, -1.435, -5.104], [5.302, -4.224, -5.647], [3.204, -3.287, -5.127], [-5.785, -7.234, -0.792], [-7.312, -7.692, -1.565], [-5.271, -5.627, -1.333], [-5.943, -7.274, 0.972], [-5.020, -7.957, -1.086], [1.252, 4.187, 6.535], [2.060, 2.622, 6.729], [2.411, 5.514, 6.732], [0.456, 4.285, 4.955], [0.489, 4.279, 7.312]],
  "mulliken_charge": [-0.60, -0.13, -0.24, -0.01, -0.71, -0.13, 0.41, -0.98, 0.16, -0.16, -0.42, -0.52, 0.15, -0.33, -0.82, -0.56, 0.60, 0.29, -0.18, -0.44, -0.65, -0.15, 0.48, -0.43, 0.83, -0.65, -0.44, -0.40, 0.18, 0.02, 0.24, 0.10, 0.49, 0.14, 0.08, 0.17, 0.29, 0.23, 0.29, 0.27, 0.14, 0.26, 0.30, 0.23, 0.33, 0.21, 0.31, 0.40, 0.36, 0.20, 0.38, -0.67, 0.18, 0.18, 0.37, 0.31, 0.26, 0.53, -0.18, 0.31, 0.13, -0.18, -0.04, -0.04, -0.12, 0.35, -0.06, -0.09, -0.02, -0.12, 0.34, -0.05, -0.12, -0.11, -0.14, 0.32, -0.18, -0.04, -0.10, -0.11, 0.42, -0.10, -0.04, -0.12, -0.11, 0.36, 0.05, -0.11, -0.10, -0.13, 0.29, 0.03, -0.05, -0.10, -0.14, 0.35]
}

=====

Entry 3:
{
  "formula": "C21H21CoN7O",
  "method": "ωB97M-V with the def2-TZVPD basis set",
  "spin_multiplicity": 1,
  "lumo_ha": [-0.1331, -0.1333],
  "charge": 1,
  "largest_force_ev_per_a": 2.3,
  "orbital_gap_ev": [5.82, 5.79],
  "homo_energy_ha": [-0.34707, -0.34623],
  "species": ["Co", "C", "C", "N", "C", "C", "N", "C", "C", "C", "C", "C", "N", "C", "C", "N", "C", "C", "N", "C", "C", "C", "N", "C", "C", "H", "H", "H", "H", "H", "H", "H", "H", "H", "H", "H", "H", "C", "O", "C", "C", "H", "H", "H", "H", "H", "H", "N", "H", "H", "H"],
  "coordinates": [[-0.188, -0.262, -0.002], [-0.432, 2.953, -2.796], [-0.810, 1.998, -1.886], [0.052, 1.101, -1.381], [1.377, 1.219, -1.801], [1.712, 2.207, -2.738], [0.842, 3.040, -3.225], [2.288, 0.381, -1.100], [3.670, 0.273, -1.270], [4.428, -0.478, -0.369], [3.767, -1.099, 0.702], [2.376, -1.055, 0.758], [1.659, -0.346, -0.143], [1.520, -1.672, 1.721], [1.897, -2.635, 2.662], [1.054, -3.142, 3.514], [-0.219, -2.712, 3.482], [-0.637, -1.782, 2.560], [0.197, -1.253, 1.652], [5.871, -0.633, -0.553], [6.584, -1.644, 0.100], [7.930, -1.804, -0.172], [8.567, -1.047, -1.039], [7.931, -0.068, -1.646], [6.591, 0.189, -1.427], [-1.127, 3.676, -3.190], [-1.838, 1.958, -1.556], [2.732, 2.315, -3.074], [4.136, 0.774, -2.100], [4.308, -1.576, 1.500], [2.920, -2.983, 2.710], [-0.882, -3.117, 4.227], [-1.656, -1.431, 2.561], [6.108, -2.315, 0.797], [8.513, -2.574, 0.314], [8.510, 0.527, -2.336], [6.132, 1.023, -1.929], [-3.678, 1.386, 1.310], [-2.374, 0.824, 1.111], [-2.061, -0.004, 0.159], [-3.093, -0.454, -0.824], [-3.974, 2.012, 0.466], [-3.609, 2.000, 2.207], [-4.412, 0.595, 1.464], [-4.035, 0.088, -0.780], [-3.294, -1.511, -0.650], [-2.683, -0.386, -1.829], [-0.274, -2.216, -1.276], [-0.600, -2.052, -2.224], [-0.883, -2.911, -0.855], [0.652, -2.632, -1.342]],
  "mulliken_charge": [-0.74, -0.49, -0.07, 0.04, 0.08, -0.12, -0.60, 0.09, -0.43, 0.92, -0.61, 0.37, 0.34, -0.17, -0.16, -0.61, -0.42, -0.11, -0.09, 1.09, -0.58, -0.43, -0.59, -0.43, -0.55, 0.40, 0.26, 0.39, 0.40, 0.55, 0.41, 0.41, 0.38, 0.35, 0.38, 0.38, 0.35, -0.89, -0.16, 0.75, -1.40, 0.33, 0.27, 0.40, 0.58, 0.29, 0.34, -0.58, 0.25, 0.24, 0.21]
}

=====

Repeat the third record exactly.
{
  "formula": "C21H21CoN7O",
  "method": "ωB97M-V with the def2-TZVPD basis set",
  "spin_multiplicity": 1,
  "lumo_ha": [-0.1331, -0.1333],
  "charge": 1,
  "largest_force_ev_per_a": 2.3,
  "orbital_gap_ev": [5.82, 5.79],
  "homo_energy_ha": [-0.34707, -0.34623],
  "species": ["Co", "C", "C", "N", "C", "C", "N", "C", "C", "C", "C", "C", "N", "C", "C", "N", "C", "C", "N", "C", "C", "C", "N", "C", "C", "H", "H", "H", "H", "H", "H", "H", "H", "H", "H", "H", "H", "C", "O", "C", "C", "H", "H", "H", "H", "H", "H", "N", "H", "H", "H"],
  "coordinates": [[-0.188, -0.262, -0.002], [-0.432, 2.953, -2.796], [-0.810, 1.998, -1.886], [0.052, 1.101, -1.381], [1.377, 1.219, -1.801], [1.712, 2.207, -2.738], [0.842, 3.040, -3.225], [2.288, 0.381, -1.100], [3.670, 0.273, -1.270], [4.428, -0.478, -0.369], [3.767, -1.099, 0.702], [2.376, -1.055, 0.758], [1.659, -0.346, -0.143], [1.520, -1.672, 1.721], [1.897, -2.635, 2.662], [1.054, -3.142, 3.514], [-0.219, -2.712, 3.482], [-0.637, -1.782, 2.560], [0.197, -1.253, 1.652], [5.871, -0.633, -0.553], [6.584, -1.644, 0.100], [7.930, -1.804, -0.172], [8.567, -1.047, -1.039], [7.931, -0.068, -1.646], [6.591, 0.189, -1.427], [-1.127, 3.676, -3.190], [-1.838, 1.958, -1.556], [2.732, 2.315, -3.074], [4.136, 0.774, -2.100], [4.308, -1.576, 1.500], [2.920, -2.983, 2.710], [-0.882, -3.117, 4.227], [-1.656, -1.431, 2.561], [6.108, -2.315, 0.797], [8.513, -2.574, 0.314], [8.510, 0.527, -2.336], [6.132, 1.023, -1.929], [-3.678, 1.386, 1.310], [-2.374, 0.824, 1.111], [-2.061, -0.004, 0.159], [-3.093, -0.454, -0.824], [-3.974, 2.012, 0.466], [-3.609, 2.000, 2.207], [-4.412, 0.595, 1.464], [-4.035, 0.088, -0.780], [-3.294, -1.511, -0.650], [-2.683, -0.386, -1.829], [-0.274, -2.216, -1.276], [-0.600, -2.052, -2.224], [-0.883, -2.911, -0.855], [0.652, -2.632, -1.342]],
  "mulliken_charge": [-0.74, -0.49, -0.07, 0.04, 0.08, -0.12, -0.60, 0.09, -0.43, 0.92, -0.61, 0.37, 0.34, -0.17, -0.16, -0.61, -0.42, -0.11, -0.09, 1.09, -0.58, -0.43, -0.59, -0.43, -0.55, 0.40, 0.26, 0.39, 0.40, 0.55, 0.41, 0.41, 0.38, 0.35, 0.38, 0.38, 0.35, -0.89, -0.16, 0.75, -1.40, 0.33, 0.27, 0.40, 0.58, 0.29, 0.34, -0.58, 0.25, 0.24, 0.21]
}